# 1
Density functional theory data (ωB97M-V/def2-TZVPD) for a single C2H5N3O2 molecule.

Output
Gap between HOMO and LUMO (eV): 8.950
Strongest force on any atom (eV Å⁻¹): 3.22
SMILES: N/N=C(/N)C(=O)O

ORCA input file:
```
! RIJCOSX wB97M-V def2-TZVPD def2/J DEFGRID3
* xyz 0 1
N -0.74610 1.67162 -0.14371
O -0.13996 -1.86941 -0.13498
H -2.34530 -1.50754 0.04740
H 1.65212 -1.37175 0.22550
C -0.68220 -0.76386 -0.09951
H -0.39109 2.64331 -0.28187
H -1.70628 1.66987 0.23390
C 0.03938 0.55774 -0.02930
H 2.95440 -0.41392 0.36654
N 2.09581 -0.56024 -0.16842
O -2.05515 -0.63579 -0.01654
N 1.32437 0.57998 0.00099
*
```

# 2
Density functional theory data (ωB97M-V/def2-TZVPD) for 2 unconnected molecules or ions with the total composition C2H5N3O2.

Output
Gap between HOMO and LUMO (eV): 7.502
Strongest force on any atom (eV Å⁻¹): 4.35

ORCA input file:
```
! RIJCOSX wB97M-V def2-TZVPD def2/J DEFGRID3
* xyz 0 1
H 1.46365 -2.05810 -0.43622
C 4.08524 0.30166 0.11448
H -1.74950 0.99376 1.08048
O 4.94654 -0.38378 0.45504
H 1.34855 0.67816 -0.08430
H -0.88791 1.79856 -0.07262
C -0.29442 -0.21006 0.36696
N 1.79119 -1.11432 -0.38452
O 3.29012 1.06039 -0.24352
H -0.88124 -1.03569 0.58231
N 0.91921 -0.21929 -0.03593
N -1.03170 0.90955 0.33252
*
```

# 3
Density functional theory data (ωB97M-V/def2-TZVPD) for 2 unconnected molecules or ions with the total composition C2H5N3O2.

Output
Gap between HOMO and LUMO (eV): 7.937
Strongest force on any atom (eV Å⁻¹): 5.97

ORCA input file:
```
! RIJCOSX wB97M-V def2-TZVPD def2/J DEFGRID3
* xyz 0 1
H 0.42952 -1.91822 -0.89692
H -0.60771 -2.88065 0.46039
H 2.04099 0.69104 -0.82318
O -0.21246 -1.54759 0.95270
N 0.07738 0.85802 0.22427
C -1.28011 0.38079 0.50161
O 0.17690 2.20008 -0.17212
H -2.04760 1.21621 0.50244
N 1.02241 -1.11296 -1.15316
N -1.45386 -0.85285 0.72909
H 0.72949 2.90301 0.36219
C 1.12504 0.06312 -0.68730
*
```

# 4
Density functional theory data (ωB97M-V/def2-TZVPD) for a single C2H5N3O2S molecule.

Output
Gap between HOMO and LUMO (eV): 9.395
Strongest force on any atom (eV Å⁻¹): 4.97
SMILES: NNC(=O)NOC=S

ORCA input file:
```
! RIJCOSX wB97M-V def2-TZVPD def2/J DEFGRID3
* xyz 0 1
H -1.46662 -1.68259 -0.09069
C 1.90451 -0.85037 0.11931
O 0.55848 -0.87512 -0.08831
O -1.65867 1.56697 0.16382
H 2.01755 -1.81421 0.72570
N -3.39845 -0.54590 0.28544
S 3.07633 0.30687 0.07277
H -3.42811 0.15183 1.08778
N 0.07490 0.38271 -0.44669
H 0.60949 1.18712 -0.12982
C -1.31669 0.47421 -0.10804
N -2.05144 -0.63848 -0.23688
H -4.05409 -0.41822 -0.64219
*
```

# 5
Density functional theory data (ωB97M-V/def2-TZVPD) for a molecular structure, C2H5N3O2S.

Output
Gap between HOMO and LUMO (eV): 9.049
Strongest force on any atom (eV Å⁻¹): 7.27

ORCA input file:
```
! RIJCOSX wB97M-V def2-TZVPD def2/J DEFGRID3
* xyz 0 1
S -1.11443 0.79053 -1.47079
C 0.81461 2.02195 -0.10805
H 1.29642 -0.45110 -0.44508
N 0.40765 -1.07424 -0.49719
H -0.18806 -3.15721 0.84796
N -0.58098 1.77354 -0.21168
O 1.65862 1.65894 -1.04891
C -0.94668 -0.99539 -0.88624
O -1.79316 -1.99024 -0.82488
H 0.02191 -1.32086 2.13508
H 1.10448 2.48503 1.15267
N 0.43096 -2.00067 0.89530
H -1.11135 2.25972 0.46182
*
```

# 6
Density functional theory data (ωB97M-V/def2-TZVPD) for a single C2H5N3O2S molecule.

Output
Gap between HOMO and LUMO (eV): 9.242
Strongest force on any atom (eV Å⁻¹): 5.81
SMILES: NN/C(=N\S)OC=O

ORCA input file:
```
! RIJCOSX wB97M-V def2-TZVPD def2/J DEFGRID3
* xyz 0 1
H -0.97939 1.27905 -1.21460
O -1.10393 -1.03059 -0.72210
H -2.99956 -1.46363 -0.15171
H 0.56944 1.36915 1.13486
O -2.21827 0.09356 0.92160
H 2.91396 -1.84775 0.58719
C -2.16010 -0.85431 0.09136
N 0.98944 -0.96896 0.26998
C 0.02520 -0.36167 -0.39066
S 2.70408 -0.53553 0.10124
N 0.66109 1.78187 0.12200
N -0.05189 0.94195 -0.73865
H 1.64993 1.59686 -0.01051
*
```

# 7
Density functional theory data (ωB97M-V/def2-TZVPD) for 2 unconnected molecules or ions with the total composition C2H5N3O2S2.

Output
Gap between HOMO and LUMO (eV): 8.505
Strongest force on any atom (eV Å⁻¹): 6.04
SMILES: N=S(=O)=O.C1=NNCS1

ORCA input file:
```
! RIJCOSX wB97M-V def2-TZVPD def2/J DEFGRID3
* xyz 0 1
S 0.71744 2.27241 -0.83750
H -0.69802 -0.65840 -1.39309
N 0.13488 -0.39470 0.47739
H -0.05478 3.28301 0.92868
H 0.97188 -1.66544 -1.20058
N -0.53434 -0.92873 1.56270
C -0.01011 -1.18857 -0.76793
O 1.94077 1.77818 -0.35916
N -0.25435 3.21315 -0.02689
O 0.25013 1.98094 -2.11967
S -0.94536 -2.73682 -0.31856
H 1.09496 -0.14983 0.58632
C -1.01824 -2.09166 1.40754
H -1.59485 -2.71352 2.06076
*
```

# 8
Density functional theory data (ωB97M-V/def2-TZVPD) for a single C2H5N3O3 molecule.

Output
Gap between HOMO and LUMO (eV): 9.444
Strongest force on any atom (eV Å⁻¹): 7.07
SMILES: C=[N+]([O-])ON(C)N=O

ORCA input file:
```
! RIJCOSX wB97M-V def2-TZVPD def2/J DEFGRID3
* xyz 0 1
H -2.32869 0.58624 -0.91633
H 2.24287 -0.97519 1.30141
H 2.44657 0.59449 2.24020
H -1.85246 -0.66966 -2.10311
O -0.70228 -1.43699 1.47118
N 1.26251 0.65044 0.45186
H -0.94510 0.96659 -1.87928
O 0.76572 1.73526 0.27973
N -0.71626 -0.43848 -0.50367
O 0.71153 -0.39947 -0.64213
N -1.33371 -0.92107 0.50074
C -1.54339 0.21454 -1.46061
C 1.99268 0.09330 1.26001
*
```

# 9
Density functional theory data (ωB97M-V/def2-TZVPD) for a single C2H5N3O3 molecule.

Output
Gap between HOMO and LUMO (eV): 10.094
Strongest force on any atom (eV Å⁻¹): 4.37
SMILES: NC(=O)NC[N+](=O)[O-]

ORCA input file:
```
! RIJCOSX wB97M-V def2-TZVPD def2/J DEFGRID3
* xyz 0 1
H 1.41223 0.22518 -1.94245
H 0.91994 -1.24794 -0.97925
H -0.16220 1.17295 0.12125
H -2.12143 1.11474 1.21394
O -1.21387 -1.68312 0.30137
C 1.04425 -0.21552 -0.94722
O 1.78461 0.92734 0.91109
C -1.21156 -0.47576 0.20970
O 3.11574 -0.42173 -0.17871
N 2.06960 0.13435 0.03779
N -0.27369 0.35821 -0.44709
N -2.28268 0.26027 0.65165
H -3.08094 -0.14896 1.04795
*
```

# 10
Density functional theory data (ωB97M-V/def2-TZVPD) for 2 unconnected molecules or ions with the total composition C2H5N3O3.

Output
Gap between HOMO and LUMO (eV): 8.653
Strongest force on any atom (eV Å⁻¹): 5.85

ORCA input file:
```
! RIJCOSX wB97M-V def2-TZVPD def2/J DEFGRID3
* xyz 0 1
N -1.22491 -1.41458 -1.99365
H 1.75067 -1.43739 -0.17442
H -1.98191 -1.93349 -2.05457
O 1.99838 0.46645 -0.59560
C -0.46295 -0.61816 0.07505
H -0.47994 2.06844 1.76129
H -0.67829 1.89395 -0.00112
N 2.33972 -0.52318 0.01812
H -2.05837 1.19981 1.03773
O -0.30319 0.21764 1.04387
C -0.91755 1.48057 0.90971
O 3.15794 -0.60622 0.90227
N -1.13960 -0.79385 -0.92869
*
```

# 11
Density functional theory data (ωB97M-V/def2-TZVPD) for a single C2H5N3O3 molecule.

Output
Gap between HOMO and LUMO (eV): 10.973
Strongest force on any atom (eV Å⁻¹): 4.83
SMILES: CN(C(N)=O)[N+](=O)[O-]

ORCA input file:
```
! RIJCOSX wB97M-V def2-TZVPD def2/J DEFGRID3
* xyz 0 1
H 0.39569 2.25295 1.01911
H -0.88837 -2.83166 -0.28517
H -1.50693 1.79715 0.50094
N 0.12401 0.12843 0.28172
H -0.30079 2.26901 -0.66254
O 1.92286 -1.01024 -0.22111
O 1.94164 1.10193 -0.60972
N -0.53751 -2.08091 0.20617
C -0.78697 -0.83700 -0.22744
N 1.42866 0.07924 -0.24627
O -1.72989 -0.44639 -0.86380
C -0.41015 1.85647 0.34874
H 0.34774 -2.27899 0.75937
*
```

# 12
Density functional theory data (ωB97M-V/def2-TZVPD) for a molecular structure, C2H5N3O3.

Output
Gap between HOMO and LUMO (eV): 7.995
Strongest force on any atom (eV Å⁻¹): 7.90

ORCA input file:
```
! RIJCOSX wB97M-V def2-TZVPD def2/J DEFGRID3
* xyz 0 1
H 2.55486 2.48096 -0.58613
O 0.61009 -0.00978 -1.50012
C 0.70070 0.64394 0.70606
H 1.25199 0.76652 -1.56056
N 1.79823 1.35955 0.58608
C -0.90436 -0.67094 0.20208
H 0.18323 0.71484 1.61894
H -3.40512 -2.20642 -0.15575
N -0.19040 0.27838 -0.30767
N -1.77703 -1.40129 -0.38864
O 2.54653 1.03650 -0.55867
O -2.41843 -2.36503 0.61913
H -0.95031 -0.62723 1.32526
*
```

The calculation returns the following ΔE to the lowest compared entry with this formula, charge and spin values, one per record and in order: 52.85, 81.56, 225.19, 100.27, 186.13, 73.38, 79.09, 192.31, 54.81, 176.58, 90.41, 261.22 kcal/mol.